# 1
The following is a DFT calculation (ωB97M-V/def2-TZVPD) of a molecular structure, C21H43HgO11S5 at a distorted geometry.

gap between HOMO and LUMO (alpha / beta): 7.163 / 6.521 eV
⟨S²⟩: 0.75
spin multiplicity: 2
LUMO energy (alpha / beta): 0.239 / -0.740 eV
charge: 0

Positions of all 81 atoms, in Å:
Hg -22.713 3.475 -6.187
C -19.051 2.834 -6.471
O -20.414 2.976 -6.348
H -18.475 3.462 -5.791
H -18.769 1.782 -6.444
H -18.805 3.171 -7.478
C -20.575 2.198 -11.165
C -21.903 2.736 -11.542
C -22.933 1.786 -10.809
S -22.238 1.384 -9.197
O -22.249 -0.036 -9.165
O -22.887 2.309 -8.242
C -20.554 2.011 -9.620
H -19.726 2.817 -11.457
H -20.579 1.224 -11.655
H -21.993 2.767 -12.627
H -21.996 3.784 -11.256
H -23.038 0.865 -11.383
H -23.938 2.101 -10.530
H -19.724 1.530 -9.103
H -20.616 2.978 -9.121
C -23.121 -2.113 -6.418
C -21.606 -2.151 -6.452
C -21.067 -0.749 -6.033
S -22.280 -0.009 -4.868
O -22.766 1.246 -5.512
O -21.749 -0.034 -3.511
C -23.508 -1.343 -5.116
H -23.500 -3.135 -6.415
H -23.416 -1.576 -7.320
H -21.233 -2.548 -7.396
H -21.246 -2.816 -5.667
H -21.102 -0.132 -6.931
H -20.035 -0.665 -5.692
H -24.543 -1.005 -5.065
H -23.333 -1.963 -4.237
C -18.226 -1.361 -8.669
C -17.406 -0.971 -7.415
C -15.904 -1.004 -7.664
S -15.740 -0.355 -9.392
O -14.766 -1.128 -10.110
O -15.770 1.149 -9.369
C -17.481 -0.817 -9.883
H -19.145 -0.775 -8.646
H -18.419 -2.434 -8.671
H -17.517 -1.659 -6.577
H -17.689 0.053 -7.171
H -15.553 -2.032 -7.756
H -15.270 -0.293 -7.134
H -17.186 -1.631 -10.545
H -17.849 0.012 -10.488
C -19.974 5.277 -2.594
C -21.253 6.134 -2.738
C -22.393 5.432 -1.947
S -22.238 3.724 -2.528
O -22.556 3.609 -3.945
O -22.768 2.772 -1.538
C -20.366 3.749 -2.630
H -19.495 5.539 -1.651
H -19.291 5.595 -3.381
H -21.729 6.268 -3.709
H -21.172 7.177 -2.435
H -23.415 5.714 -2.201
H -22.298 5.371 -0.863
H -19.844 2.972 -3.188
H -20.041 3.331 -1.677
C -20.746 6.942 -8.656
C -20.118 6.606 -7.261
C -20.246 7.869 -6.349
S -19.888 9.300 -7.463
O -18.517 9.808 -7.298
O -21.015 10.226 -7.418
C -19.970 8.222 -9.009
H -21.805 7.198 -8.636
H -20.606 6.141 -9.382
H -19.092 6.241 -7.293
H -20.716 5.822 -6.797
H -19.609 7.939 -5.468
H -21.261 8.124 -6.044
H -18.921 8.003 -9.209
H -20.284 8.771 -9.897

***

# 2
The following is a DFT calculation (ωB97M-V/def2-TZVPD) of 3 unconnected molecules or ions with the total composition C21H43IN3O13P3S2 at a distorted geometry.

gap between HOMO and LUMO: 4.977 eV
LUMO energy: -2.875 eV
charge: 0
SMILES: CCCOC[N@H+]1[C@@H](S)C[C@@](C(=O)[O-])(P(O)I)[C@H]1CCCCSc1nnco1.COP(=O)(OC)OC.COP(=O)(OC)OC

Positions of all 86 atoms, in Å:
C 2.130 -3.427 0.510
C 0.623 -2.999 0.686
C -0.307 -4.195 0.225
O -1.512 -4.345 1.006
C -2.667 -3.830 0.373
N -2.944 -2.478 0.955
C -2.380 -1.233 0.334
S -1.980 -1.169 -1.466
C -3.229 -0.026 0.992
C -4.284 -0.748 1.952
C -3.610 -0.721 3.414
O -2.974 0.261 3.854
O -3.768 -1.748 4.195
P -5.964 0.060 2.277
O -6.115 0.049 3.963
I -5.842 2.449 1.703
C -4.361 -2.167 1.285
C -5.504 -2.502 0.264
C -5.586 -1.560 -1.001
C -5.298 -2.290 -2.383
C -5.619 -1.226 -3.538
S -4.134 -0.705 -4.479
C -3.516 0.870 -3.893
N -3.238 1.824 -4.821
N -2.762 2.902 -4.165
C -2.728 2.631 -2.848
O -3.222 1.362 -2.656
H 2.404 -4.257 1.222
H 2.365 -3.739 -0.545
H 2.813 -2.573 0.767
H 0.440 -2.107 0.018
H 0.420 -2.675 1.741
H -0.507 -4.088 -0.871
H 0.295 -5.134 0.391
H -3.523 -4.487 0.695
H -2.647 -3.866 -0.743
H -2.418 -2.525 1.851
H -1.385 -1.066 0.831
H -1.493 -2.368 -1.921
H -2.430 0.621 1.424
H -3.726 0.649 0.239
H -5.778 0.899 4.314
H -4.555 -2.884 2.142
H -5.364 -3.568 -0.091
H -6.485 -2.510 0.811
H -4.911 -0.669 -0.972
H -6.651 -1.190 -1.056
H -6.023 -3.150 -2.430
H -4.242 -2.653 -2.421
H -6.274 -1.780 -4.270
H -6.200 -0.383 -3.082
H -2.372 3.280 -2.019
C 2.013 3.314 -1.770
O 2.056 2.540 -0.581
P 1.316 3.142 0.831
O -0.072 2.997 0.232
O 1.902 4.648 0.544
C 3.283 4.898 0.788
O 0.669 3.687 2.304
C 0.251 2.611 3.158
H 1.851 2.635 -2.607
H 1.222 4.062 -1.756
H 2.980 3.806 -1.910
H 3.696 5.420 -0.078
H 3.843 3.972 0.937
H 3.387 5.532 1.669
H 1.103 1.977 3.410
H -0.520 2.014 2.667
H -0.158 3.033 4.074
C 10.036 1.368 0.470
O 8.820 2.065 0.245
P 7.364 1.195 0.198
O 7.377 0.844 1.668
O 8.030 -0.009 -0.693
C 8.342 0.252 -2.058
O 5.823 0.519 -0.087
C 4.724 1.370 0.250
H 10.656 1.978 1.126
H 9.882 0.391 0.927
H 10.559 1.249 -0.483
H 9.357 -0.101 -2.252
H 8.295 1.319 -2.287
H 7.647 -0.291 -2.699
H 4.760 2.285 -0.342
H 4.748 1.618 1.316
H 3.799 0.842 0.028

***

# 3
The following is a DFT calculation (ωB97M-V/def2-TZVPD) of a molecular structure, C21H43InN2P3SSe at a distorted geometry.

gap between HOMO and LUMO (alpha / beta): 3.910 / 3.040 eV
LUMO energy (alpha / beta): -11.246 / -12.116 eV
energy above the lowest of the compared OMol25 structures with the same formula, charge and spin: 0.0 kcal/mol
charge: +3

Positions of all 72 atoms, in Å:
In 0.057 0.000 0.524
P -1.286 -2.437 1.186
P 1.975 -0.601 2.377
P 1.647 -1.783 -1.084
H -2.966 4.513 -6.953
C -2.924 3.572 -7.512
C -4.011 2.795 -7.656
H -4.978 3.077 -7.225
C -2.787 -2.119 2.178
C -0.464 -3.791 2.109
C -1.973 -3.313 -0.279
C 3.269 0.691 2.380
C 1.383 -0.480 4.095
C 2.967 -2.136 2.465
C 0.945 -1.750 -2.777
C 1.930 -3.573 -0.846
C 3.332 -1.170 -1.423
H -1.972 3.312 -7.990
H -3.980 1.867 -8.237
H -3.351 -1.280 1.751
H -2.529 -1.850 3.210
H -3.417 -3.021 2.187
H -0.119 -3.424 3.086
H 0.400 -4.173 1.547
H -1.187 -4.609 2.260
H -2.622 -2.621 -0.834
H -2.564 -4.180 0.059
H -1.171 -3.653 -0.951
H 3.879 0.564 3.286
H 2.810 1.688 2.382
H 3.907 0.604 1.489
H 2.199 -0.798 4.761
H 0.508 -1.121 4.259
H 1.103 0.553 4.339
H 3.629 -2.035 3.338
H 3.577 -2.277 1.565
H 2.317 -3.010 2.606
H 1.491 -2.485 -3.390
H 1.045 -0.745 -3.209
H -0.120 -2.013 -2.745
H 2.583 -3.902 -1.670
H 0.987 -4.133 -0.881
H 2.429 -3.768 0.114
H 3.837 -1.910 -2.062
H 3.904 -1.041 -0.494
H 3.275 -0.202 -1.937
C 0.624 2.333 -2.376
C -0.681 1.905 -2.700
C -1.235 2.157 -3.951
C -0.530 2.918 -4.891
C 0.777 3.342 -4.599
C 1.360 3.018 -3.376
Se 1.359 2.091 -0.657
H -1.039 -0.514 -0.833
H -1.259 1.377 -1.946
H -2.229 1.771 -4.198
H -1.006 3.176 -5.837
H 1.338 3.928 -5.334
H 2.385 3.319 -3.164
C -2.405 0.739 4.777
N -1.580 1.856 4.347
C -0.862 2.680 5.197
C -0.114 3.506 4.420
N -0.388 3.178 3.097
C -1.271 2.133 3.046
S -1.973 1.386 1.694
H -3.272 0.670 4.112
H -1.843 -0.205 4.739
H -2.723 0.913 5.809
H -0.982 2.603 6.271
H 0.560 4.300 4.693
H 0.026 3.588 2.263

***

# 4
The following is a DFT calculation (ωB97M-V/def2-TZVPD) of a molecular structure, C21H43K2O16 at a distorted geometry.

gap between HOMO and LUMO: 6.757 eV
LUMO energy: -3.741 eV
energy above the lowest of the compared OMol25 structures with the same formula, charge and spin: 81.5 kcal/mol
charge: +1

Positions of all 82 atoms, in Å:
K 10.729 4.159 -22.087
K 7.154 4.956 -20.050
C 7.940 3.213 -23.746
O 7.858 3.433 -22.363
H 8.874 3.507 -24.224
H 7.753 2.211 -24.132
H 7.283 3.877 -24.308
C 14.150 -3.676 -24.647
C 12.674 -3.631 -24.008
O 11.885 -2.726 -24.833
C 11.773 -1.470 -24.274
O 12.142 -1.143 -23.171
O 11.201 -0.688 -25.164
C 10.869 0.621 -24.992
H 14.738 -4.475 -24.195
H 14.570 -2.696 -24.417
H 14.115 -3.903 -25.712
H 12.658 -3.377 -22.948
H 12.272 -4.640 -24.093
H 11.487 1.154 -24.269
H 9.853 0.747 -24.618
H 10.992 1.174 -25.924
C 0.307 5.650 -19.536
C 1.577 5.625 -20.335
O 2.164 4.361 -20.201
C 3.409 4.067 -20.593
O 4.268 4.939 -20.927
O 3.511 2.759 -20.620
C 4.613 2.154 -21.216
H 0.374 5.189 -18.550
H -0.365 4.981 -20.072
H -0.218 6.605 -19.549
H 2.172 6.470 -19.988
H 1.399 5.769 -21.401
H 4.532 1.072 -21.115
H 5.598 2.417 -20.831
H 4.563 2.187 -22.305
C 4.409 5.921 -24.528
C 5.155 6.839 -25.471
O 4.229 7.774 -26.035
C 4.609 8.536 -27.132
O 5.747 8.566 -27.659
O 3.652 9.507 -27.310
C 3.677 10.357 -28.394
H 3.796 6.423 -23.780
H 5.104 5.236 -24.041
H 3.806 5.280 -25.171
H 5.622 6.269 -26.274
H 5.888 7.418 -24.909
H 3.892 9.784 -29.296
H 4.489 11.077 -28.295
H 2.798 10.985 -28.539
C 7.779 -0.904 -22.515
C 6.351 -1.292 -22.421
O 6.059 -2.034 -23.594
C 4.895 -2.605 -23.743
O 4.081 -2.881 -22.864
O 4.775 -2.918 -25.070
C 3.684 -3.665 -25.488
H 8.442 -1.748 -22.324
H 7.967 -0.142 -21.759
H 7.914 -0.606 -23.554
H 5.720 -0.405 -22.354
H 6.164 -1.805 -21.478
H 3.886 -4.103 -26.465
H 2.793 -3.037 -25.482
H 3.419 -4.514 -24.857
C 8.800 7.089 -24.138
C 8.008 6.972 -22.861
O 7.984 8.264 -22.390
C 7.636 8.544 -21.137
O 7.232 7.808 -20.279
O 7.580 9.909 -21.111
C 7.003 10.543 -20.036
H 8.542 7.880 -24.842
H 8.865 6.180 -24.736
H 9.845 7.282 -23.896
H 8.502 6.285 -22.173
H 6.953 6.722 -22.974
H 6.125 10.074 -19.593
H 6.470 11.404 -20.440
H 7.800 10.859 -19.362

***

# 5
The following is a DFT calculation (ωB97M-V/def2-TZVPD) of a molecular structure, C21H43LuN2P3S at a distorted geometry.

gap between HOMO and LUMO (alpha / beta): 2.913 / 2.808 eV
LUMO energy (alpha / beta): -12.960 / -12.959 eV
energy above the lowest of the compared OMol25 structures with the same formula, charge and spin: 48.5 kcal/mol
charge: +3

Positions of all 71 atoms, in Å:
Lu -0.032 0.241 0.902
P -0.821 2.240 2.252
P -2.354 -0.301 0.227
P 2.231 1.219 0.582
H -0.094 -2.408 -8.583
C 0.937 -2.645 -8.295
C 1.276 -3.856 -7.840
H 0.535 -4.658 -7.736
C -1.253 3.658 1.230
C -2.270 2.002 3.259
C 0.364 2.855 3.436
C -2.420 -1.761 -0.812
C -3.545 -0.693 1.496
C -3.155 0.963 -0.788
C 3.278 0.361 -0.594
C 3.331 1.392 1.979
C 2.137 2.910 -0.064
H 1.680 -1.848 -8.412
H 2.309 -4.098 -7.565
H -1.541 4.463 1.911
H -2.087 3.402 0.569
H -0.411 3.973 0.604
H -2.318 2.873 3.919
H -2.201 1.093 3.869
H -3.181 1.952 2.656
H -0.167 3.603 4.033
H 1.228 3.319 2.953
H 0.725 2.058 4.098
H -3.468 -2.071 -0.817
H -1.788 -2.567 -0.420
H -2.085 -1.536 -1.829
H -4.498 -0.246 1.202
H -3.272 -0.337 2.496
H -3.653 -1.782 1.533
H -3.983 0.482 -1.317
H -2.444 1.383 -1.509
H -3.533 1.777 -0.159
H 4.241 0.869 -0.578
H 2.852 0.393 -1.602
H 3.417 -0.688 -0.298
H 4.101 2.110 1.679
H 3.806 0.429 2.199
H 2.832 1.755 2.883
H 3.135 3.165 -0.433
H 1.841 3.592 0.741
H 1.402 2.988 -0.873
C 0.548 -0.983 -2.397
C 0.400 0.308 -2.949
C 0.178 0.478 -4.312
C 0.105 -0.628 -5.165
C 0.257 -1.911 -4.628
C 0.476 -2.089 -3.270
S 0.814 -1.346 -0.747
H -0.340 1.530 -0.442
H 0.465 1.171 -2.288
H 0.066 1.484 -4.719
H -0.066 -0.495 -6.236
H 0.205 -2.783 -5.277
H 0.591 -3.084 -2.851
C 0.321 -2.021 6.117
N 0.381 -1.871 4.653
C 0.793 -2.866 3.761
C 0.713 -2.355 2.532
N 0.254 -1.039 2.627
C 0.070 -0.804 3.937
H -0.367 -2.836 6.381
H 1.320 -2.252 6.509
H -0.035 -1.089 6.558
H 1.109 -3.852 4.070
H 0.949 -2.824 1.589
H -0.285 0.132 4.363

***

# 6
The following is a DFT calculation (ωB97M-V/def2-TZVPD) of 6 unconnected molecules or ions with the total composition C21H43NO17 at a distorted geometry.

gap between HOMO and LUMO: 10.986 eV
LUMO energy: 0.477 eV
charge: 0
SMILES: C[N+](=O)[O-].CCOC(=O)OC.CCOC(=O)OC.CCOC(=O)OC.CCOC(=O)OC.CCOC(=O)OC

Positions of all 82 atoms, in Å:
C 4.007 0.662 -3.587
C 2.733 -0.098 -3.296
O 2.895 -1.424 -3.796
C 2.014 -2.312 -3.366
O 1.210 -2.161 -2.472
O 2.212 -3.484 -4.019
C 1.049 -4.386 -4.027
H 4.142 1.682 -3.181
H 4.250 0.760 -4.612
H 4.879 0.089 -3.168
H 1.881 0.330 -3.869
H 2.500 -0.134 -2.210
H 0.626 -4.305 -2.982
H 1.413 -5.335 -4.242
H 0.318 -3.885 -4.683
C -0.339 -1.758 4.584
C -1.313 -1.886 3.433
O -0.685 -2.886 2.551
C -1.396 -3.120 1.411
O -2.215 -2.387 0.970
O -0.826 -4.102 0.696
C 0.128 -4.945 1.373
H -0.154 -2.594 5.196
H -0.622 -1.048 5.364
H 0.626 -1.494 4.241
H -1.334 -0.961 2.861
H -2.286 -2.194 3.701
H 0.081 -5.849 0.778
H -0.284 -5.070 2.374
H 1.144 -4.575 1.498
C 4.187 3.770 -0.148
C 4.800 3.049 1.012
O 4.196 3.456 2.291
C 3.712 2.564 3.141
O 3.738 1.391 3.035
O 3.095 3.252 4.157
C 2.403 2.499 5.123
H 3.125 3.534 -0.295
H 4.839 3.592 -0.929
H 4.098 4.872 0.065
H 5.896 3.342 1.139
H 4.731 1.994 0.847
H 3.146 1.724 5.397
H 1.518 2.041 4.770
H 2.166 3.174 5.968
C -0.527 0.953 -1.996
C -0.824 0.166 -3.263
O -1.597 -0.918 -2.844
C -1.662 -1.926 -3.731
O -1.029 -1.917 -4.752
O -2.501 -2.888 -3.355
C -3.404 -2.591 -2.284
H 0.252 0.514 -1.361
H -1.396 1.037 -1.349
H -0.140 1.963 -2.202
H 0.049 -0.116 -3.861
H -1.517 0.752 -3.908
H -4.066 -1.819 -2.609
H -2.925 -2.280 -1.296
H -3.993 -3.452 -2.077
C -5.431 4.500 -0.544
C -4.165 4.195 0.258
O -4.374 3.599 1.615
C -4.509 2.308 1.796
O -4.499 1.806 2.864
O -4.593 1.626 0.663
C -4.763 0.204 0.683
H -6.174 4.894 0.132
H -5.882 3.617 -1.076
H -5.331 5.250 -1.318
H -3.563 5.081 0.505
H -3.561 3.480 -0.235
H -3.864 -0.232 1.088
H -4.843 -0.043 -0.327
H -5.608 -0.222 1.240
C 2.078 -0.995 1.762
N 1.900 0.345 1.145
O 1.095 1.095 1.624
O 2.529 0.594 0.158
H 2.550 -1.676 0.994
H 1.151 -1.373 2.172
H 2.829 -0.918 2.593